{"formula": "C24H40BIrN4P", "method": "ωB97M-V/def2-TZVPD", "gap_ev": [9.276, 4.670], "e_above_lowest_kcal_mol": 11.7, "spin_multiplicity": 6, "homo_energy_ev": [-14.217, -14.875], "total_charge": 2, "lumo_energy_ev": [-4.9, -10.2], "species": ["Ir", "B", "N", "C", "C", "C", "N", "N", "C", "C", "C", "N", "H", "H", "H", "H", "H", "H", "H", "H", "C", "C", "C", "C", "H", "H", "H", "H", "H", "H", "H", "H", "H", "C", "C", "C", "C", "P", "C", "C", "C", "C", "C", "C", "C", "C", "C", "C", "H", "H", "H", "H", "H", "H", "H", "H", "H", "H", "H", "H", "H", "H", "H", "H", "H", "H", "H", "H", "H", "H", "H"], "xyz": [[-0.695, -0.250, 0.503], [-1.709, 1.069, -2.829], [-0.542, 0.126, -2.699], [0.081, -0.386, -3.786], [1.172, -1.113, -3.370], [1.152, -1.008, -1.974], [0.107, -0.270, -1.594], [-2.130, 1.812, -1.595], [-2.872, 2.941, -1.650], [-3.129, 3.367, -0.367], [-2.501, 2.417, 0.447], [-1.914, 1.490, -0.310], [-1.470, 1.854, -3.696], [-2.654, 0.485, -3.281], [-0.276, -0.198, -4.778], [1.885, -1.638, -3.971], [1.844, -1.409, -1.257], [-3.165, 3.374, -2.585], [-3.684, 4.232, -0.067], [-2.455, 2.377, 1.519], [1.716, 1.758, 3.942], [0.758, 0.723, 3.311], [-0.629, 0.883, 3.934], [0.751, 0.907, 1.822], [1.648, 1.674, 5.023], [1.433, 2.767, 3.645], [2.745, 1.574, 3.646], [1.158, -0.267, 3.553], [-0.613, 0.584, 4.976], [-1.371, 0.274, 3.412], [-0.948, 1.921, 3.901], [1.727, 0.685, 1.386], [0.403, 1.905, 1.542], [-1.793, -3.624, -1.576], [-2.804, -3.132, -0.545], [-3.602, -1.971, -1.142], [-3.747, -4.251, -0.127], [-1.901, -2.351, 0.949], [-3.256, -1.995, 2.117], [-3.771, -0.695, 2.037], [-4.828, -0.298, 2.830], [-5.393, -1.197, 3.722], [-4.893, -2.490, 3.809], [-3.835, -2.896, 3.013], [-0.625, -3.525, 1.742], [0.679, -3.273, 0.978], [-1.016, -4.994, 1.712], [-0.459, -3.058, 3.189], [-2.331, -3.919, -2.475], [-1.237, -4.497, -1.246], [-1.086, -2.841, -1.851], [-4.122, -2.312, -2.035], [-2.933, -1.155, -1.420], [-4.346, -1.593, -0.445], [-4.284, -4.599, -1.009], [-4.485, -3.909, 0.595], [-3.225, -5.110, 0.280], [-3.325, -0.001, 1.330], [-5.225, 0.703, 2.749], [-6.213, -0.889, 4.351], [-5.331, -3.182, 4.512], [-3.478, -3.912, 3.095], [0.633, -3.638, -0.046], [1.511, -3.764, 1.479], [0.898, -2.192, 0.960], [-1.067, -5.389, 0.702], [-1.968, -5.168, 2.205], [-0.271, -5.580, 2.249], [-0.222, -1.996, 3.224], [0.361, -3.605, 3.654], [-1.353, -3.237, 3.784]], "atomic_forces_ev_per_a": [[0.240, 0.820, -0.230], [1.398, -0.055, 2.086], [-0.649, 0.360, -0.010], [0.853, -0.697, -0.278], [-0.345, 0.241, -0.140], [-0.279, 0.184, -0.433], [-0.040, -0.081, 1.411], [0.193, -0.510, -0.520], [-0.575, 0.745, 0.634], [0.097, -0.121, -0.524], [-0.080, 0.078, -0.481], [0.596, -0.926, 0.884], [-0.163, 0.338, -0.759], [-0.779, -0.301, -0.718], [-0.141, 0.125, -0.198], [0.133, -0.062, -0.166], [0.008, -0.084, 0.171], [-0.031, 0.028, -0.256], [-0.077, 0.165, 0.065], [0.054, -0.122, 0.198], [-0.067, -0.306, -0.282], [-0.225, -0.122, 0.428], [0.185, -0.236, -0.226], [-0.158, -0.083, -0.358], [0.035, 0.058, 0.101], [0.009, 0.101, 0.041], [0.090, 0.068, -0.024], [-0.083, -0.005, -0.043], [-0.058, -0.054, 0.145], [-0.149, -0.087, 0.044], [-0.081, 0.238, -0.074], [-0.046, 0.016, -0.297], [0.046, 0.051, -0.186], [0.018, -0.020, 0.038], [0.472, 0.513, 0.251], [-0.012, -0.095, 0.093], [-0.008, 0.011, 0.116], [-0.545, -1.213, 0.090], [0.224, 0.493, -0.163], [0.267, -0.183, -0.067], [-0.205, -0.009, 0.077], [0.167, -0.001, -0.069], [-0.034, 0.062, 0.049], [0.129, 0.024, -0.147], [-0.202, 0.624, -0.108], [-0.055, 0.052, 0.047], [-0.075, -0.043, -0.089], [-0.047, 0.026, -0.006], [-0.053, 0.007, -0.116], [0.070, -0.046, 0.086], [0.109, 0.091, -0.075], [-0.044, -0.036, -0.107], [-0.006, 0.136, -0.110], [-0.075, 0.051, 0.007], [-0.055, 0.039, -0.118], [-0.075, -0.005, 0.032], [0.041, -0.061, 0.060], [-0.176, 0.023, 0.081], [-0.014, 0.117, 0.006], [-0.092, -0.005, 0.052], [-0.026, -0.108, 0.024], [0.034, -0.048, 0.000], [0.009, 0.006, -0.097], [0.039, -0.071, 0.045], [0.151, -0.162, 0.039], [-0.028, -0.067, -0.095], [-0.085, -0.068, 0.026], [0.134, 0.057, 0.053], [0.011, 0.120, 0.129], [0.090, -0.027, -0.036], [0.037, 0.052, -0.003]]}